Record 1
9
Properties=species:S:1:pos:R:3:nbo_charge:R:1 method="wB97M-V/def2-TZVPD" de_lowest_kj_mol=285.4 total_energy_ev=-18540.4949 homo_lumo_gap_ha=0.333 charge=0
C -0.09 0.84 0.83 -0.572
C 2.18 -0.56 0.32 1.045
N -1.53 -0.43 -0.93 -1.048
O 2.11 0.07 -0.65 -0.518
O 2.22 -1.17 1.31 -0.527
S -1.66 0.47 0.57 0.663
H -0.14 1.50 1.66 0.159
H -0.72 -0.12 -1.56 0.404
H -2.37 -0.59 -1.56 0.394


Record 2
15
Properties=species:S:1:pos:R:3:nbo_charge:R:1 method="wB97M-V/def2-TZVPD" de_lowest_kj_mol=0.0 total_energy_ev=-32622.3902 homo_lumo_gap_ha=0.355 smiles="[NH3+][C@]1(C(=O)Cl)N=CCS1" charge=+1
C 0.88 1.18 -0.97 0.214
C -2.07 -0.39 0.02 0.474
C 1.27 1.81 0.40 -0.579
C -0.28 -0.34 0.15 0.100
N 0.28 0.07 -1.00 -0.513
N 0.01 -1.92 0.26 -0.752
O -2.49 -1.50 0.14 -0.509
S 0.41 0.66 1.59 0.228
Cl -2.79 1.06 -0.22 0.185
H 1.30 1.49 -1.97 0.242
H 2.44 1.85 0.42 0.276
H 0.91 2.77 0.52 0.255
H -0.96 -2.35 0.13 0.471
H 0.48 -2.28 1.11 0.454
H 0.61 -2.11 -0.58 0.454


Record 3
11
Properties=species:S:1:pos:R:3:nbo_charge:R:1 method="wB97M-V/def2-TZVPD" de_lowest_kj_mol=82.8 total_energy_ev=-33457.3526 homo_lumo_gap_ha=0.294 smiles="NC(=O)C(=O)S(=O)(=O)[S-]" charge=-1
C -0.01 -1.19 0.87 0.601
C -0.52 -0.69 2.24 0.380
N 0.36 -0.12 0.18 -0.836
O -0.03 -0.44 3.26 -0.492
O 0.18 -2.33 0.58 -0.570
O -2.61 -0.49 0.53 -1.008
O -1.40 1.36 1.60 -1.034
S -3.99 0.70 2.82 -0.608
S -2.28 0.19 1.78 1.722
H 0.05 -0.10 -0.80 0.404
H 0.26 0.84 0.65 0.440


Record 4
112
Properties=species:S:1:pos:R:3:lowdin_charge:R:1 method="wB97M-V/def2-TZVPD" de_lowest_kj_mol=0.0 total_energy_ev=-85667.9905 homo_lumo_gap_ha="0.180 / 0.182" charge=+1
Ta 0.20 0.39 -0.87 2.065
C 3.79 -2.03 4.16 -0.059
C 4.82 -1.26 3.62 -0.057
C 4.69 -0.64 2.39 0.002
C 3.50 -0.83 1.70 -0.096
C 3.01 -0.35 0.43 -0.282
N 3.73 0.44 -0.35 0.212
C 3.31 0.97 -1.46 -0.269
C 4.14 1.82 -2.30 -0.088
C 5.46 2.23 -2.23 0.006
C 5.95 3.01 -3.27 -0.054
C 5.15 3.40 -4.34 -0.055
C 3.82 3.01 -4.41 0.006
C 3.34 2.21 -3.39 -0.094
C 2.07 1.55 -3.20 -0.272
N 1.16 1.49 -4.14 0.223
C 0.16 0.64 -4.10 -0.270
N -0.23 -0.11 -3.03 0.051
C -1.20 -0.98 -3.47 -0.274
N -1.83 -1.90 -2.78 0.226
C -1.55 -2.24 -1.55 -0.283
N -0.55 -1.76 -0.76 0.044
C -0.55 -2.46 0.40 -0.285
N 0.33 -2.37 1.37 0.220
C 1.41 -1.63 1.25 -0.293
N 1.75 -0.82 0.21 0.036
C 2.48 -1.63 2.23 -0.104
C 2.61 -2.24 3.48 0.002
C -1.64 -3.41 0.41 -0.113
C -2.09 -4.34 1.34 0.000
C -3.17 -5.13 0.98 -0.052
C -3.76 -5.02 -0.28 -0.051
C -3.32 -4.11 -1.21 0.005
C -2.26 -3.29 -0.85 -0.100
C -1.44 -0.77 -4.88 -0.096
C -2.27 -1.41 -5.80 0.001
C -2.19 -1.00 -7.12 -0.057
C -1.32 0.01 -7.51 -0.058
C -0.51 0.67 -6.61 0.005
C -0.58 0.26 -5.28 -0.096
N 2.08 0.84 -2.03 0.043
H 3.94 -2.50 5.12 0.108
H 5.73 -1.14 4.19 0.109
H 5.47 -0.04 1.97 0.116
H 6.08 1.93 -1.40 0.117
H 6.99 3.31 -3.26 0.109
H 5.57 4.00 -5.12 0.110
H 3.19 3.30 -5.23 0.117
H 1.81 -2.84 3.88 0.110
H -1.61 -4.42 2.30 0.108
H -3.54 -5.85 1.68 0.104
H -4.59 -5.67 -0.52 0.110
H -3.76 -4.03 -2.20 0.117
H -2.93 -2.19 -5.48 0.116
H -2.81 -1.48 -7.86 0.109
H -1.28 0.29 -8.55 0.108
H 0.17 1.45 -6.91 0.117
C -4.01 0.40 -1.97 0.007
C -2.67 1.07 -1.79 -0.401
O -1.83 0.52 -0.98 -0.248
C -2.43 2.27 -2.43 0.007
C -1.30 3.06 -2.14 -0.283
C -1.35 4.54 -2.42 -0.008
N -0.27 2.55 -1.50 -0.059
N 0.63 3.44 -1.02 0.100
C 1.38 2.93 -0.09 -0.406
O 1.21 1.70 0.29 -0.224
C 2.36 3.79 0.57 -0.139
C 2.13 5.17 0.62 -0.019
C 2.99 5.99 1.32 -0.067
C 4.09 5.45 1.97 -0.072
C 4.34 4.09 1.90 -0.067
C 3.47 3.26 1.22 -0.019
H -4.27 0.38 -3.03 0.095
H -4.78 0.94 -1.44 0.099
H -3.97 -0.62 -1.60 0.072
H -3.21 2.69 -3.04 0.123
H -2.15 4.79 -3.11 0.084
H -0.39 4.88 -2.80 0.086
H -1.51 5.05 -1.47 0.099
H 1.26 5.56 0.12 0.109
H 2.78 7.04 1.38 0.107
H 4.76 6.10 2.52 0.107
H 5.21 3.67 2.39 0.106
H 3.66 2.20 1.17 0.088
C -3.12 -0.63 1.61 0.029
C -1.92 -0.07 2.28 -0.304
N -0.80 0.29 1.70 0.069
C 0.04 0.71 2.70 -0.119
C -0.60 0.60 3.90 -0.033
N -1.85 0.10 3.62 -0.004
C -2.89 -0.13 4.60 -0.063
N -3.40 -1.47 4.54 -0.064
N -4.66 -1.69 4.13 0.050
N -4.93 -2.92 4.15 0.085
C -3.83 -3.61 4.57 -0.229
C -3.61 -4.97 4.76 -0.016
C -2.36 -5.35 5.17 -0.082
C -1.34 -4.41 5.41 -0.078
C -1.54 -3.05 5.25 -0.014
C -2.80 -2.66 4.82 -0.161
H -3.06 -0.43 0.55 0.055
H -4.04 -0.20 2.02 0.089
H -3.17 -1.71 1.76 0.081
H 1.02 1.07 2.50 0.102
H -0.28 0.83 4.89 0.123
H -3.74 0.53 4.41 0.150
H -2.47 0.08 5.59 0.149
H -4.41 -5.68 4.58 0.118
H -2.13 -6.39 5.31 0.108
H -0.38 -4.76 5.74 0.106
H -0.76 -2.34 5.44 0.105


Record 5
82
Properties=species:S:1:pos:R:3:lowdin_charge:R:1 method="wB97M-V/def2-TZVPD" de_lowest_kj_mol=0.0 total_energy_ev=-110939.7484 homo_lumo_gap_ha="0.277 / 0.280" spin_multiplicity=5 charge=0
Fe -1.91 -2.11 -0.83 0.157
C 1.68 -0.61 -1.97 -0.019
C 1.25 -2.05 -1.76 -0.608
C 2.42 -2.92 -1.35 -0.016
C 0.57 -2.60 -3.00 -0.027
O 0.24 -2.08 -0.71 -0.284
Si 0.36 -1.97 0.97 -0.148
S -1.63 -2.00 1.52 0.414
O 1.16 -0.55 1.21 -0.149
C 1.81 -0.07 2.39 -0.635
C 3.22 -0.64 2.44 -0.019
C 1.01 -0.45 3.63 -0.028
C 1.85 1.45 2.24 -0.023
O 1.29 -3.14 1.59 -0.159
C 1.06 -4.52 1.95 -0.634
C 2.43 -5.18 1.90 -0.024
C 0.51 -4.54 3.37 -0.032
C 0.10 -5.18 0.97 -0.038
H 2.40 -0.55 -2.78 0.100
H 2.12 -0.19 -1.07 0.086
H 0.81 -0.02 -2.24 0.047
H 3.17 -2.91 -2.13 0.096
H 2.10 -3.95 -1.19 0.080
H 2.88 -2.56 -0.43 0.085
H 1.28 -2.62 -3.83 0.094
H -0.28 -1.97 -3.29 0.072
H 0.20 -3.61 -2.83 0.081
H 3.18 -1.73 2.48 0.076
H 3.75 -0.28 3.32 0.089
H 3.77 -0.34 1.55 0.088
H 1.00 -1.53 3.77 0.071
H -0.02 -0.10 3.54 0.070
H 1.46 0.01 4.52 0.094
H 2.35 1.71 1.30 0.075
H 2.41 1.90 3.07 0.091
H 0.84 1.86 2.23 0.074
H 3.12 -4.69 2.58 0.085
H 2.84 -5.13 0.89 0.078
H 2.36 -6.23 2.18 0.089
H 1.20 -4.06 4.05 0.084
H 0.36 -5.57 3.70 0.090
H -0.45 -4.02 3.41 0.064
H 0.45 -5.07 -0.06 0.077
H -0.90 -4.75 1.04 0.047
H 0.02 -6.25 1.19 0.096
N -2.56 -5.12 -1.79 -0.046
C -2.33 -4.04 -1.45 -0.354
S -2.72 -0.21 -1.79 0.191
Sb -1.66 1.71 -1.19 1.347
C -1.95 2.37 0.77 -0.360
C -2.25 1.47 1.79 -0.126
C -2.43 1.94 3.08 -0.067
C -2.30 3.29 3.36 -0.070
C -2.00 4.19 2.34 -0.075
C -1.83 3.73 1.05 -0.152
C 0.17 2.57 -1.78 -0.340
C 0.97 3.21 -0.84 -0.119
C 2.19 3.73 -1.22 -0.068
C 2.63 3.61 -2.53 -0.067
C 1.84 2.96 -3.47 -0.070
C 0.61 2.43 -3.09 -0.139
C -2.99 2.97 -2.25 -0.366
C -3.95 3.72 -1.58 -0.115
C -4.85 4.51 -2.30 -0.077
C -4.79 4.54 -3.68 -0.080
C -3.84 3.78 -4.35 -0.078
C -2.95 2.99 -3.64 -0.131
H -2.34 0.41 1.58 0.006
H -2.66 1.24 3.87 0.113
H -2.43 3.65 4.37 0.107
H -1.91 5.25 2.56 0.107
H -1.61 4.44 0.26 0.108
H 0.65 3.31 0.19 0.081
H 2.81 4.24 -0.49 0.111
H 3.59 4.01 -2.83 0.108
H 2.17 2.86 -4.49 0.110
H 0.01 1.92 -3.83 0.100
H -4.02 3.70 -0.50 0.094
H -5.59 5.09 -1.78 0.106
H -5.48 5.15 -4.24 0.105
H -3.80 3.79 -5.43 0.106
H -2.23 2.39 -4.18 0.089


Record 6
11
Properties=species:S:1:pos:R:3:nbo_charge:R:1 method="wB97M-V/def2-TZVPD" de_lowest_kj_mol=339.4 total_energy_ev=-17912.5827 homo_lumo_gap_ha=0.343 charge=0
C -0.28 -0.49 0.78 -0.053
C -1.33 0.06 1.00 -0.205
C 0.81 -1.27 0.39 -0.718
F 0.68 2.14 0.01 -0.607
F -1.17 1.89 -1.73 -0.590
P 0.43 1.77 -1.64 1.212
H 0.04 0.20 -0.83 -0.045
H -2.36 0.35 1.22 0.253
H 0.40 -2.18 -0.28 0.247
H 1.57 -0.93 -0.31 0.252
H 1.21 -1.53 1.40 0.254


Record 7
85
Properties=species:S:1:pos:R:3:lowdin_charge:R:1 method="wB97M-V/def2-TZVPD" total_energy_ev=-76823.2749 homo_lumo_gap_ha=0.227 charge=-1
C 5.07 2.87 2.62 -0.093
O 4.44 3.71 1.67 0.009
B 3.11 3.47 1.37 -0.583
O 2.67 2.13 1.43 0.080
B 1.96 4.65 0.90 -1.062
I 1.88 4.68 -1.45 0.528
O 1.92 5.94 1.56 -0.046
C 0.74 6.07 2.30 -0.167
C -0.22 5.03 1.73 -0.381
C -1.26 4.46 2.71 -0.143
C -1.39 2.94 2.67 -0.301
C -2.43 2.40 1.69 -0.664
I -1.95 2.71 -0.35 0.811
O 0.66 4.04 1.27 -0.169
H 5.82 3.48 3.14 0.083
H 5.55 2.01 2.16 0.083
H 4.37 2.49 3.37 0.081
H 2.34 1.94 2.32 0.099
H 0.35 7.09 2.28 0.123
H 0.99 5.76 3.33 0.122
H -0.71 5.43 0.84 0.121
H -0.97 4.76 3.72 0.105
H -2.23 4.90 2.46 0.109
H -1.76 2.62 3.65 0.105
H -0.43 2.45 2.51 0.101
H -2.55 1.34 1.88 0.028
H -3.38 2.87 1.93 0.035
O 2.82 -1.00 -1.63 -0.281
P 3.27 -0.28 -2.85 0.659
N 3.99 -1.51 -3.82 -0.334
C 5.36 -1.96 -3.64 -0.126
C 3.07 -2.56 -4.20 -0.134
N 4.34 0.88 -2.23 -0.287
C 5.65 1.15 -2.75 -0.140
C 4.29 1.09 -0.78 -0.121
N 2.77 0.74 -4.17 -0.290
C 1.33 1.04 -4.16 -0.128
C 3.23 0.51 -5.53 -0.148
H 5.70 -2.45 -4.55 0.078
H 5.48 -2.66 -2.80 0.086
H 6.03 -1.12 -3.49 0.039
H 2.39 -2.21 -4.99 0.064
H 2.46 -2.91 -3.36 0.073
H 3.62 -3.41 -4.61 0.076
H 6.40 0.41 -2.41 0.067
H 5.99 2.13 -2.39 0.085
H 5.67 1.21 -3.84 0.073
H 4.86 0.33 -0.23 0.091
H 3.27 1.07 -0.43 0.059
H 4.69 2.07 -0.54 0.082
H 0.72 0.17 -4.46 0.075
H 1.11 1.86 -4.85 0.078
H 1.02 1.36 -3.17 0.072
H 2.75 -0.35 -6.02 0.066
H 4.30 0.36 -5.57 0.065
H 2.99 1.41 -6.10 0.085
O -3.10 -2.02 2.55 -0.282
P -4.03 -2.80 1.68 0.652
N -5.40 -3.08 2.67 -0.334
C -5.48 -4.15 3.64 -0.120
C -6.08 -1.86 3.08 -0.123
N -3.09 -4.18 1.33 -0.304
C -3.56 -5.54 1.43 -0.146
C -1.67 -4.10 1.66 -0.128
N -4.87 -2.83 0.16 -0.300
C -4.68 -1.61 -0.64 -0.121
C -6.24 -3.29 0.06 -0.144
H -6.53 -4.35 3.87 0.081
H -4.95 -3.93 4.58 0.089
H -5.09 -5.08 3.24 0.039
H -6.65 -1.43 2.24 0.067
H -5.38 -1.10 3.44 0.076
H -6.79 -2.07 3.88 0.080
H -3.57 -5.91 2.46 0.069
H -2.90 -6.20 0.85 0.079
H -4.56 -5.67 0.99 0.074
H -1.48 -4.29 2.73 0.084
H -1.27 -3.13 1.41 0.074
H -1.13 -4.84 1.07 0.079
H -5.23 -0.76 -0.23 0.080
H -5.01 -1.77 -1.67 0.078
H -3.62 -1.34 -0.68 0.082
H -6.98 -2.58 0.44 0.070
H -6.39 -4.24 0.58 0.066
H -6.44 -3.46 -1.00 0.085


Record 8
19
Properties=species:S:1:pos:R:3:nbo_charge:R:1 method="wB97M-V/def2-TZVPD" de_lowest_kj_mol=384.7 total_energy_ev=-29958.5462 homo_lumo_gap_ha="0.189 / 0.147" charge=+1
C 2.29 0.38 0.90 0.077
C 1.19 1.88 -0.80 0.162
C -1.20 0.96 -0.91 -0.204
C -0.90 -0.43 -0.54 0.228
C 0.05 -2.23 0.90 -0.595
C -0.90 -1.06 0.78 -0.581
N 1.63 1.12 0.12 -0.371
N -0.01 1.61 -1.44 -0.585
Cl -1.72 1.89 0.59 -0.036
I -0.63 -1.69 -2.15 0.521
H 2.26 0.36 1.91 0.182
H 1.73 2.75 -1.08 0.234
H -1.96 1.13 -1.65 0.289
H 0.13 -2.30 1.97 0.240
H 0.95 -1.88 0.44 0.218
H -0.17 -3.13 0.56 0.227
H -0.58 -0.23 1.55 0.280
H -1.83 -1.42 0.96 0.296
H -0.32 2.28 -2.10 0.416


Record 9
7
Properties=species:S:1:pos:R:3:nbo_charge:R:1 method="wB97M-V/def2-TZVPD" de_lowest_kj_mol=0.0 total_energy_ev=-10110.9497 homo_lumo_gap_ha="0.281 / 0.300" spin_multiplicity=4 charge=0
C 0.52 -0.62 -0.23 0.095
C 0.08 0.64 -0.43 0.049
O -0.62 1.24 0.51 -0.681
H 1.35 -1.17 -0.66 0.208
F -0.27 -1.38 0.65 -0.353
H 0.60 1.25 -1.18 0.201
Pt -1.66 0.04 1.34 0.482


Record 10
72
Properties=species:S:1:pos:R:3:lowdin_charge:R:1 method="wB97M-V/def2-TZVPD" de_lowest_kj_mol=0.0 total_energy_ev=-97185.6460 homo_lumo_gap_ha=0.290 charge=-1
Be 0.98 -0.88 -0.87 0.068
Cl 5.49 4.35 -2.98 0.621
C 4.48 3.00 -2.55 -0.689
C 3.44 3.18 -1.65 -0.147
C 2.62 2.11 -1.35 -0.565
Cl 1.35 2.35 -0.20 0.742
C 2.78 0.83 -1.93 -0.405
O 1.99 -0.19 -1.76 -0.100
C 3.88 0.71 -2.80 -0.578
Cl 4.16 -0.83 -3.52 0.719
C 4.72 1.76 -3.12 -0.146
H 3.26 4.15 -1.20 0.099
H 5.53 1.61 -3.81 0.099
O -0.54 -3.98 -2.31 0.045
C -0.49 -2.81 -1.98 -0.641
O 0.49 -2.26 -1.33 -0.021
C -1.68 -1.89 -2.29 -0.230
P -1.28 -0.13 -1.94 1.110
C -2.98 0.54 -2.20 -0.355
C -3.53 0.77 -3.46 -0.089
C -4.83 1.21 -3.59 -0.092
C -5.62 1.42 -2.47 -0.105
C -5.09 1.19 -1.21 -0.095
C -3.78 0.75 -1.07 -0.096
C -0.48 0.40 -3.50 -0.381
C 0.17 -0.46 -4.37 -0.073
C 0.91 0.04 -5.43 -0.085
C 1.01 1.41 -5.63 -0.095
C 0.34 2.28 -4.78 -0.086
C -0.40 1.78 -3.73 -0.113
H -2.49 -2.18 -1.61 0.098
H -2.04 -2.04 -3.31 0.093
H -2.92 0.61 -4.35 0.105
H -5.25 1.38 -4.58 0.098
H -6.64 1.76 -2.57 0.095
H -5.70 1.34 -0.33 0.098
H -3.35 0.57 -0.09 0.099
H 0.13 -1.53 -4.21 0.109
H 1.43 -0.64 -6.09 0.102
H 1.63 1.80 -6.43 0.098
H 0.42 3.35 -4.93 0.100
H -0.91 2.46 -3.05 0.107
O 3.39 -0.40 0.91 0.076
C 2.31 -0.57 1.43 -0.522
N 2.10 -0.69 2.79 0.140
C 0.71 -0.84 3.13 -0.252
C 0.09 -0.78 1.70 -0.389
O -1.11 -0.83 1.48 0.031
N 1.08 -0.65 0.80 0.132
C 0.20 0.27 4.04 -0.116
C -1.15 0.62 4.07 -0.018
C -1.60 1.63 4.91 -0.080
C -0.72 2.31 5.73 -0.105
C 0.62 1.96 5.72 -0.090
C 1.07 0.95 4.88 -0.027
C 0.41 -2.19 3.80 -0.115
C 1.41 -2.88 4.47 -0.027
C 1.14 -4.10 5.08 -0.090
C -0.13 -4.65 5.02 -0.103
C -1.13 -3.96 4.35 -0.077
C -0.87 -2.75 3.75 -0.016
H 2.87 -0.70 3.43 0.130
H -1.84 0.11 3.41 0.103
H -2.66 1.89 4.91 0.099
H -1.08 3.10 6.38 0.095
H 1.32 2.48 6.37 0.098
H 2.13 0.71 4.89 0.104
H 2.41 -2.48 4.53 0.104
H 1.94 -4.62 5.60 0.098
H -0.33 -5.60 5.49 0.095
H -2.13 -4.39 4.30 0.100
H -1.65 -2.23 3.20 0.104


Record 11
28
Properties=species:S:1:pos:R:3:nbo_charge:R:1 method="wB97M-V/def2-TZVPD" de_lowest_kj_mol=88.3 total_energy_ev=-16198.1775 homo_lumo_gap_ha=0.328 smiles="Cc1ccc(O)cc1.CCC(N)=O" charge=0
C -3.00 0.26 2.15 -0.497
C -2.28 1.57 2.58 -0.636
C -2.02 -0.84 1.80 0.684
O -2.03 -1.31 0.68 -0.620
N -1.16 -1.23 2.79 -0.829
H -3.62 -0.07 2.98 0.219
H -3.63 0.50 1.30 0.235
H -2.82 2.35 2.00 0.228
H -0.36 -1.84 2.71 0.407
H -1.13 -0.60 3.57 0.382
H -1.36 1.73 2.01 0.224
H -2.22 1.69 3.65 0.212
C 1.95 -2.40 -0.29 -0.635
C 2.69 -0.13 -0.98 -0.193
C 1.64 -1.01 -0.82 -0.050
C 2.46 1.12 -1.63 -0.304
C 1.21 1.38 -2.08 0.289
C 0.31 -0.61 -1.10 -0.188
C 0.13 0.55 -1.83 -0.261
O 0.87 2.53 -2.79 -0.684
H 3.71 -0.41 -0.77 0.207
H 3.35 1.71 -1.86 0.211
H 1.30 -3.13 -0.82 0.221
H 1.87 -2.40 0.78 0.208
H -0.48 -1.25 -0.75 0.253
H 1.62 3.13 -2.86 0.476
H -0.88 0.90 -2.01 0.226
H 2.91 -2.83 -0.63 0.216